Entry 1:
# C2H8N3

The ion C2H8N3 with charge +1 (ωB97M-V/def2-TZVPD, the OMol25 dataset).

Each line ends with the Mulliken charge.
Cartesian coordinates (Å):
C (-1.62, 1.02, 0.14)  -0.763
N (-0.26, 0.73, 0.49)  -0.103
C (0.45, -0.21, -0.02)  0.572
N (1.72, -0.47, 0.38)  -0.437
N (0.01, -1.13, -0.85)  -0.581
H (-1.77, 1.03, -0.96)  0.297
H (-2.30, 0.24, 0.56)  0.290
H (-1.77, 1.95, 0.62)  0.338
H (0.38, 1.29, 1.08)  0.290
H (2.29, -0.24, 1.21)  0.205
H (2.26, -1.09, -0.26)  0.243
H (0.41, -0.96, -1.81)  0.314
H (0.21, -2.17, -0.57)  0.336

Output
charge = +1
gap between HOMO and LUMO = 11.466 eV

Entry 2:
# C17H16F3N5S

An isolated molecule of C17H16F3N5S (ωB97M-V/def2-TZVPD, the OMol25 dataset).

Each line ends with the Mulliken charge.
Cartesian coordinates (Å):
N (-2.82, 4.26, 0.21)  -0.377
C (-2.14, 3.07, 0.19)  0.325
N (-1.34, 2.92, 1.20)  -0.610
C (-0.68, 1.73, 1.34)  0.428
N (0.34, 1.52, 2.26)  -0.241
C (1.26, 2.49, 2.85)  0.430
C (2.62, 1.86, 3.03)  -0.960
C (2.69, 1.36, 4.51)  -0.466
N (1.54, 2.03, 5.23)  -0.488
C (0.72, 2.87, 4.27)  -0.843
C (-0.95, 0.70, 0.48)  0.436
S (0.01, -0.77, 0.42)  -0.424
C (-0.60, -1.10, -1.18)  0.248
C (-0.44, -2.23, -2.16)  0.544
C (-0.69, -1.94, -3.43)  -0.251
C (-0.58, -2.86, -4.38)  -0.989
C (-0.07, -4.15, -4.10)  0.360
C (-0.16, -5.12, -5.30)  0.966
F (-0.11, -4.51, -6.52)  -0.254
F (-1.34, -5.80, -5.23)  -0.242
F (0.90, -5.96, -5.18)  -0.260
C (0.31, -4.48, -2.80)  -0.952
C (0.08, -3.47, -1.87)  -0.193
C (-1.51, -0.06, -1.60)  -0.601
C (-1.74, 1.01, -0.63)  -0.008
N (-2.39, 2.16, -0.79)  -0.854
H (-3.31, 4.49, -0.58)  0.198
H (-2.93, 4.89, 1.00)  0.222
H (0.78, 0.58, 2.11)  0.134
H (1.29, 3.43, 2.28)  0.554
H (2.81, 1.01, 2.33)  0.369
H (3.48, 2.57, 3.07)  0.299
H (3.51, 1.81, 5.10)  0.315
H (2.66, 0.25, 4.63)  0.213
H (0.91, 1.31, 5.62)  0.306
H (-0.37, 2.76, 4.42)  0.315
H (0.90, 3.93, 4.31)  0.269
H (-0.71, -0.97, -3.91)  0.376
H (-0.90, -2.52, -5.34)  0.395
H (0.75, -5.43, -2.45)  0.380
H (0.27, -3.70, -0.87)  0.462
H (-2.05, 0.02, -2.52)  0.471

Output
gap between HOMO and LUMO = 7.907 eV

Entry 3:
# CH2ClNO2

A cluster of 2 separate species, CH2ClNO2 in total (ωB97M-V/def2-TZVPD, the OMol25 dataset).

Each line ends with the Mulliken charge.
Cartesian coordinates (Å):
O (-2.90, 1.42, 0.58)  -0.347
C (-2.42, 0.58, -0.09)  0.190
Cl (-3.02, -1.06, -0.16)  -0.131
H (-1.57, 0.70, -0.77)  0.278
N (1.42, -1.40, 0.46)  0.007
O (0.24, -1.56, 0.36)  -0.202
H (1.68, -0.38, 0.64)  0.204

Output
gap between HOMO and LUMO = 9.270 eV

Entry 4:
# H2N2O5S

An isolated molecule of H2N2O5S (ωB97M-V/def2-TZVPD, the OMol25 dataset).

Each line ends with the Mulliken charge.
Cartesian coordinates (Å):
O (-2.21, -1.68, 2.88)  -0.525
N (-1.43, -1.33, 2.06)  0.923
O (-0.58, -1.96, 1.51)  -0.521
S (-1.19, 0.53, 1.49)  0.909
O (-0.11, 0.96, 2.29)  -0.437
O (-2.49, 1.14, 1.46)  -0.500
N (-0.61, 0.14, -0.34)  -0.212
O (0.81, 0.13, -0.23)  -0.311
H (-0.77, 1.16, -0.40)  0.316
H (0.91, -0.75, 0.06)  0.358

Output
gap between HOMO and LUMO = 10.254 eV

Entry 5:
# C29H25FN5O4RbS4

A structure of composition C29H25FN5O4RbS4 (ωB97M-V/def2-TZVPD, the OMol25 dataset).

Each line ends with the Mulliken charge.
Cartesian coordinates (Å):
Rb (-0.11, 0.29, 1.76)  0.910
S (1.96, -2.76, 2.25)  -0.393
C (1.82, -3.71, 0.81)  0.253
C (2.99, -4.30, 0.24)  -0.769
C (2.96, -5.08, -0.89)  -0.494
C (1.76, -5.35, -1.54)  -0.711
C (0.60, -4.80, -1.01)  -0.329
C (0.62, -3.99, 0.12)  -0.092
S (-0.94, -3.28, 0.63)  -0.141
C (-1.03, -2.02, -0.70)  1.271
C (-2.40, -1.43, -0.81)  -0.291
C (-3.28, -1.84, -1.81)  -0.709
C (-4.53, -1.26, -1.87)  -0.724
C (-4.87, -0.29, -0.94)  -0.727
C (-3.93, 0.07, 0.03)  0.529
C (-4.27, 1.09, 1.07)  -0.518
S (-3.11, 2.48, 1.06)  -0.110
C (-2.56, 2.84, 2.73)  0.730
C (-2.09, 4.15, 2.81)  -0.858
C (-1.57, 4.68, 3.97)  -0.548
C (-1.51, 3.86, 5.09)  -0.478
C (-1.96, 2.56, 5.02)  -0.585
C (-2.49, 1.98, 3.84)  0.145
S (-2.90, 0.27, 3.87)  -0.451
N (-2.72, -0.49, 0.08)  0.549
H (3.93, -4.11, 0.75)  0.588
H (3.89, -5.49, -1.28)  0.350
H (1.72, -5.97, -2.43)  0.383
H (-0.36, -5.00, -1.49)  0.442
H (-0.76, -2.54, -1.63)  -0.020
H (-0.29, -1.26, -0.49)  -0.900
H (-2.97, -2.60, -2.51)  0.467
H (-5.24, -1.56, -2.64)  0.389
H (-5.84, 0.18, -0.95)  0.370
H (-4.20, 0.65, 2.07)  -0.007
H (-5.29, 1.47, 0.92)  0.340
H (-2.14, 4.77, 1.92)  0.274
H (-1.18, 5.69, 3.98)  0.322
H (-1.09, 4.23, 6.02)  0.314
H (-1.89, 1.90, 5.88)  0.339
C (0.73, -0.78, -3.43)  -1.107
C (-0.38, 0.19, -3.15)  0.441
N (-0.45, 0.97, -2.11)  0.006
C (-1.62, 1.69, -2.25)  -0.385
C (-2.26, 1.32, -3.40)  -0.874
N (-1.45, 0.36, -3.97)  0.056
H (1.45, -0.70, -2.62)  -0.077
H (1.22, -0.56, -4.38)  0.435
H (0.36, -1.81, -3.47)  0.284
H (-1.94, 2.39, -1.50)  0.549
H (-3.20, 1.62, -3.84)  0.419
H (-1.64, -0.15, -4.81)  0.198
F (6.99, 1.52, 0.71)  -0.329
C (5.76, 1.05, 0.41)  0.208
C (4.73, 1.89, 0.25)  -0.124
N (3.48, 1.45, -0.08)  0.062
C (2.37, 2.42, -0.15)  -0.220
C (2.15, 3.01, 1.27)  0.471
O (2.96, 3.91, 1.58)  -0.768
O (1.26, 2.45, 1.95)  -0.621
C (3.21, 0.10, -0.20)  0.300
O (2.11, -0.35, -0.46)  -0.475
N (4.29, -0.73, 0.00)  0.149
C (5.61, -0.38, 0.28)  0.335
O (6.49, -1.22, 0.39)  -0.701
H (4.82, 2.95, 0.41)  0.463
H (1.50, 1.89, -0.54)  -0.088
H (2.66, 3.22, -0.84)  0.243
H (4.06, -1.72, 0.03)  0.042

Output
charge = -2
gap between HOMO and LUMO = 5.209 eV

Entry 6:
# C5H14O

A cluster of 2 separate species, C5H14O in total (ωB97M-V/def2-TZVPD, the OMol25 dataset).

Each line ends with the Mulliken charge.
Cartesian coordinates (Å):
C (0.81, -1.85, 0.94)  -0.994
C (1.08, -0.37, 1.15)  -0.319
C (-0.20, 0.43, 1.43)  -0.890
C (-1.18, 0.48, 0.23)  -0.071
C (-1.11, 1.82, -0.49)  -1.221
H (1.66, -2.52, 1.10)  0.341
H (-0.09, -2.16, 1.48)  0.282
H (0.68, -2.07, -0.13)  0.211
H (1.87, -0.13, 1.88)  0.350
H (1.55, 0.04, 0.26)  0.206
H (-0.69, -0.10, 2.25)  0.364
H (0.07, 1.40, 1.84)  0.400
H (-0.92, -0.29, -0.49)  0.040
H (-2.15, 0.37, 0.70)  0.306
H (-1.45, 1.74, -1.52)  0.314
H (-1.57, 2.61, 0.10)  0.395
H (-0.06, 2.18, -0.53)  0.276
O (0.38, -0.35, -2.80)  -0.660
H (0.13, -0.90, -2.06)  0.340
H (1.31, -0.05, -2.68)  0.330

Output
gap between HOMO and LUMO = 11.790 eV

The following LUMO values (in eV) correspond, in order, to the records above: -3.618, -0.287, -0.601, -0.563, 3.492, 0.881.